# C30H16F22MnNO3

A structure of composition C30H16F22MnNO3 (the ωB97M-V functional and the def2-TZVPD basis, the OMol25 dataset).

```
73
Properties=species:S:1:pos:R:3:forces:R:3:mulliken_spin:R:1
F -4.1034 2.4032 -0.0412 0.0 0.0 0.1 0.0005
C 0.0602 -2.7005 -3.2918 -0.1 0.0 0.0 -0.0012
F 0.4318 -1.6529 -4.0149 0.1 0.2 0.0 -0.0010
C -0.2402 -1.2904 2.7730 0.0 0.0 0.1 0.0059
C 1.0817 -1.2594 0.1762 -0.1 -0.1 0.1 -0.0336
O -0.9420 -1.1616 -1.8409 0.2 -0.1 -0.3 0.0065
Mn -0.5689 0.5190 -0.9391 0.1 0.0 0.3 3.3927
C -2.6728 -0.1040 3.1137 0.0 0.0 0.0 -0.0094
H -1.6028 5.4539 -0.1841 0.0 0.0 0.0 -0.0011
H -3.4161 0.1430 5.6793 0.0 0.0 0.0 0.0004
C 3.3991 -2.7403 -0.3455 0.0 0.0 0.0 -0.0046
H 4.2725 -1.6342 1.2755 0.0 0.0 0.0 -0.0001
F -1.0893 -3.1541 -3.8281 0.1 0.0 0.0 0.0002
H -3.3975 -1.6182 5.6678 0.0 0.0 0.0 0.0015
H -3.6535 0.3335 3.2458 0.0 0.0 0.0 -0.0002
O -2.3154 0.6576 -0.5069 -0.1 -0.2 0.1 -0.0249
C -4.0034 -0.6933 0.3606 0.0 0.0 0.0 0.0064
C 2.2523 -2.8933 -1.1175 0.0 0.1 -0.1 0.0039
C -3.7257 1.7386 1.0579 0.0 0.0 0.0 0.0058
C 0.8170 1.9177 -3.7271 -0.1 0.0 0.0 0.0126
C -2.0882 -0.0674 1.8483 0.0 0.0 0.0 0.0608
C -1.0178 4.6076 0.1527 0.0 0.0 0.0 -0.0120
H 5.1879 -3.1091 -1.4865 0.0 0.0 0.0 -0.0004
H -0.3785 -1.8615 4.8160 0.0 0.0 0.0 -0.0009
F -1.0667 -3.2608 0.2049 0.0 -0.1 -0.1 0.0010
N -0.0703 -0.4986 0.5010 0.0 0.3 0.0 -0.1395
F 4.0497 0.7718 -2.2861 -0.1 0.0 -0.1 0.0003
F -4.7429 -1.0679 1.4263 0.0 0.0 -0.1 0.0006
C 3.0340 0.7675 -3.1661 0.0 0.0 0.0 0.0065
C 1.1016 -2.1385 -0.9190 0.1 -0.1 0.0 0.0144
H 2.2753 -3.6281 -1.9043 0.0 0.0 -0.1 -0.0004
F 3.4837 1.3277 -4.3088 0.0 -0.1 0.1 -0.0003
F -3.3842 -1.7812 -0.0881 -0.1 0.2 0.1 0.0010
C 4.6322 -3.5464 -0.6533 0.0 0.0 0.0 0.0005
F -4.8633 -0.2796 -0.5884 0.1 0.0 0.1 -0.0002
H 1.2760 3.8666 2.5342 0.0 0.0 0.0 -0.0010
C -0.8642 -1.3318 4.0022 0.1 0.0 0.0 -0.0120
F -2.9623 2.5599 1.7904 -0.1 0.0 -0.1 0.0008
H 2.2260 -0.3347 1.7182 0.0 0.0 0.0 0.0002
F -0.4388 2.0235 -3.2218 0.2 0.0 0.0 -0.0006
F -0.0316 5.9689 1.8016 0.0 0.0 0.0 0.0014
F 0.9733 -3.6719 -3.5217 0.0 0.0 0.1 0.0002
C -2.7723 -0.7285 5.5516 0.0 0.0 0.0 -0.0009
H 1.0928 1.6391 1.4396 0.0 0.0 0.0 -0.0001
C -2.9561 0.4198 0.6808 0.0 0.1 0.0 -0.0299
F 2.7436 -0.5012 -3.4274 0.0 0.1 0.0 0.0002
C -0.9964 -3.4369 -1.1265 0.0 0.0 0.0 0.0007
C -0.7979 -0.6092 1.6763 0.0 -0.1 -0.1 -0.0128
F 1.4386 3.8041 -1.8171 0.0 0.0 0.1 0.0008
C -0.1449 4.7519 1.2103 0.0 0.0 0.0 0.0135
H -2.0461 -0.7289 6.3666 0.0 0.0 0.0 0.0005
C 1.8026 1.5386 -2.5705 0.0 -0.2 0.1 -0.0284
H 4.3743 -4.5688 -0.9340 0.0 0.0 0.0 -0.0002
C 2.2382 -1.0712 0.9249 0.0 0.0 0.0 -0.0188
F 2.9006 2.6223 -0.7461 -0.1 0.1 -0.1 0.0011
F -0.4004 -4.6410 -1.3343 -0.1 0.1 0.1 0.0003
C 2.3789 2.8632 -1.9490 0.0 0.0 0.0 -0.0030
H 0.7054 -1.7948 2.6533 0.0 0.0 0.0 0.0020
C 0.6104 3.7069 1.6952 0.0 0.0 0.0 -0.0173
C -0.1734 -2.2838 -1.7899 -0.2 0.0 0.1 0.0071
F 1.1026 3.0865 -4.3159 0.0 -0.1 0.0 0.0008
C -2.0845 -0.7040 4.2125 0.0 0.0 0.0 0.0192
C -0.3712 2.2808 0.0114 0.0 0.0 -0.1 -0.2762
F -2.2466 -3.5272 -1.5749 0.1 -0.1 0.0 0.0001
F 3.3536 3.3952 -2.7168 -0.1 0.0 0.1 0.0004
C 3.3853 -1.8013 0.6743 0.0 0.0 0.0 0.0008
H 5.3017 -3.5877 0.2069 0.0 0.0 0.0 0.0000
F 0.7735 0.9941 -4.6847 0.0 -0.1 0.1 -0.0005
H -1.8483 3.2271 -1.2388 0.0 0.0 0.0 -0.0078
C -1.1339 3.3548 -0.4345 0.0 0.1 0.0 0.0012
F -4.8538 1.5162 1.7728 0.1 0.0 -0.1 -0.0001
O 1.2152 0.7383 -1.6586 0.0 0.2 -0.3 0.0230
C 0.4937 2.4657 1.0782 0.0 0.0 0.0 0.0440
```
Positions in Å, forces in eV/Å.

Summary:
electronic energy	-130113.0109	eV
multiplicity	4
net charge	-1
Kohn-Sham gap (spin up / spin down)	6.54 / 7.95	eV